C31H40MgN6O2SeSi | ωB97M-V/def2-TZVPD

Cartesian coordinates (Å):
1 Mg -0.02 0.24 -0.08
2 O -2.14 -2.63 0.96
3 C -1.24 -1.96 0.48
4 O -0.49 -1.11 1.13
5 C -1.05 -2.00 -1.06
6 C -1.82 -2.96 -1.79
7 C -1.83 -2.90 -3.14
8 C -1.09 -1.88 -3.81
9 C -1.01 -1.78 -5.22
10 C -0.34 -0.76 -5.82
11 C 0.29 0.22 -5.03
12 C 0.24 0.14 -3.66
13 C -0.43 -0.92 -3.03
14 N -0.48 -0.96 -1.65
15 H -2.35 -3.71 -1.22
16 H -2.39 -3.62 -3.72
17 H -1.51 -2.54 -5.81
18 H -0.28 -0.70 -6.90
19 H 0.82 1.04 -5.51
20 H 0.73 0.89 -3.05
21 C 2.87 -0.55 -1.18
22 N 2.19 0.22 -0.12
23 C 2.53 -0.38 1.19
24 C 2.60 1.63 -0.19
25 C 1.74 2.52 0.68
26 N 0.30 2.36 0.38
27 C -0.05 3.13 -0.83
28 C -0.49 2.87 1.51
29 H 3.96 -0.46 -1.06
30 H 2.59 -0.16 -2.15
31 H 2.58 -1.60 -1.11
32 H 3.60 -0.28 1.39
33 H 2.25 -1.44 1.17
34 H 1.97 0.08 2.00
35 H 2.53 1.94 -1.24
36 H 3.66 1.74 0.10
37 H 2.04 3.56 0.56
38 H 1.89 2.26 1.73
39 H 0.14 4.20 -0.68
40 H -1.11 2.98 -1.05
41 H 0.53 2.79 -1.69
42 H -0.20 3.90 1.75
43 H -0.33 2.24 2.39
44 H -1.55 2.86 1.26
45 N -7.34 0.25 -1.40
46 C -8.67 0.14 -1.02
47 C -9.84 -0.02 -1.74
48 C -11.01 -0.09 -1.01
49 C -11.01 0.00 0.40
50 C -9.83 0.17 1.10
51 C -8.64 0.23 0.38
52 N -7.34 0.39 0.83
53 C -6.61 0.39 -0.25
54 C -5.14 0.53 -0.25
55 C -4.41 0.72 -1.41
56 C -3.04 0.84 -1.32
57 N -2.37 0.78 -0.16
58 C -3.08 0.57 0.95
59 C -4.46 0.45 0.96
60 H -6.98 0.17 -2.33
61 H -9.85 -0.10 -2.82
62 H -11.95 -0.22 -1.52
63 H -11.95 -0.06 0.93
64 H -9.82 0.24 2.18
65 H -4.87 0.79 -2.38
66 H -2.44 0.98 -2.21
67 H -2.52 0.44 1.87
68 H -5.00 0.27 1.88
69 C 1.42 -7.08 -0.56
70 Si 0.56 -5.66 0.31
71 C -1.29 -5.92 0.20
72 C 1.01 -5.74 2.13
73 Se 1.18 -3.71 -0.59
74 H 1.08 -8.05 -0.18
75 H 2.49 -7.00 -0.40
76 H 1.23 -7.03 -1.63
77 H -1.58 -6.84 0.72
78 H -1.63 -6.00 -0.84
79 H -1.81 -5.08 0.67
80 H 0.83 -6.74 2.54
81 H 0.41 -5.02 2.70
82 H 2.06 -5.49 2.27

F_max, eV/Å: 0.68
Orbital gap, eV: 5.52

C31H40MnN2O3Te | ωB97M-V/def2-TZVPD

Cartesian coordinates (Å):
1 Mn 0.39 -2.10 -1.09
2 C 1.41 -4.35 0.88
3 N 1.99 -3.11 0.35
4 C 2.51 -2.30 1.46
5 C 3.08 -3.44 -0.58
6 C 2.55 -3.87 -1.93
7 C 3.29 -4.76 -2.71
8 C 2.86 -5.10 -3.98
9 C 1.68 -4.57 -4.46
10 C 0.93 -3.70 -3.67
11 C 1.35 -3.32 -2.39
12 H 2.16 -4.92 1.44
13 H 1.04 -4.96 0.06
14 H 0.58 -4.11 1.55
15 H 3.27 -2.85 2.03
16 H 1.69 -2.03 2.14
17 H 2.94 -1.38 1.07
18 H 3.72 -4.22 -0.14
19 H 3.69 -2.55 -0.72
20 H 4.21 -5.18 -2.31
21 H 3.43 -5.79 -4.58
22 H 1.33 -4.82 -5.45
23 H 0.00 -3.32 -4.06
24 C -3.35 -3.61 0.18
25 O -2.20 -3.85 -0.65
26 C -1.27 -2.94 -0.70
27 O -1.33 -1.87 -0.05
28 H -3.66 -4.57 0.58
29 H -4.15 -3.18 -0.43
30 H -3.11 -2.92 0.99
31 C 2.73 -0.10 -3.17
32 C 1.57 0.44 -2.35
33 O 1.30 1.67 -2.46
34 N 0.92 -0.37 -1.55
35 Te -0.71 1.31 -0.80
36 C -1.74 3.24 -0.44
37 C -3.10 3.37 -0.75
38 C -3.97 2.21 -1.18
39 C -3.72 4.61 -0.63
40 C -3.02 5.74 -0.25
41 C -3.68 7.09 -0.16
42 C -1.66 5.61 0.03
43 C -1.01 4.39 -0.07
44 C 0.46 4.31 0.22
45 C -0.18 1.00 1.24
46 C 1.15 0.99 1.67
47 C 2.32 1.25 0.76
48 C 1.42 0.74 3.01
49 C 0.42 0.51 3.94
50 C 0.73 0.28 5.39
51 C -0.90 0.51 3.49
52 C -1.22 0.75 2.16
53 C -2.66 0.74 1.75
54 H 2.89 0.52 -4.05
55 H 2.54 -1.13 -3.45
56 H 3.63 -0.07 -2.55
57 H -3.41 1.29 -1.29
58 H -4.45 2.44 -2.13
59 H -4.77 2.04 -0.45
60 H -4.77 4.69 -0.86
61 H -4.75 7.02 -0.34
62 H -3.26 7.77 -0.90
63 H -3.53 7.54 0.82
64 H -1.10 6.49 0.32
65 H 0.88 5.31 0.38
66 H 0.98 3.86 -0.63
67 H 0.65 3.71 1.10
68 H 2.03 1.76 -0.16
69 H 2.79 0.31 0.47
70 H 3.07 1.85 1.27
71 H 2.46 0.75 3.34
72 H 1.80 0.32 5.58
73 H 0.35 -0.69 5.72
74 H 0.25 1.05 6.01
75 H -1.70 0.33 4.20
76 H -3.29 0.38 2.56
77 H -2.81 0.09 0.88
78 H -2.99 1.75 1.48

F_max, eV/Å: 2.49
Orbital gap (spin up / spin down), eV: 7.09 / 6.69
Multiplicity: 6

Relative energy (zero: lowest compared OMol25 entry of this formula, charge and spin) values, unit kJ/mol, following the record order: 119.0, 41.5.